Record 1
The following is a DFT calculation (ωB97M-V with the def2-TZVPD basis set) of a gas-phase ion, C4H12N2 (charge -1).

```
18
Properties=species:S:1:pos:R:3:mulliken_charge:R:1
C -1.26 -1.39 0.12 -2.019
C 0.28 -1.05 -0.15 1.376
C 1.03 -1.92 0.90 -2.324
N 0.54 0.35 -0.04 -0.219
C -0.25 1.36 -0.82 -1.595
N -0.11 2.60 -0.11 -1.012
H -1.76 -0.44 0.01 0.377
H -1.74 -2.11 -0.55 0.320
H -1.44 -1.70 1.15 0.596
H 0.61 -1.40 -1.12 0.346
H 1.22 -2.86 0.39 0.403
H 2.04 -1.49 1.01 0.400
H 0.54 -2.07 1.85 0.586
H 0.82 0.83 0.80 0.213
H 0.20 1.43 -1.81 0.354
H -1.28 1.01 -0.84 -0.172
H -0.45 2.61 0.85 0.613
H -0.59 3.37 -0.57 0.758
```

Orbital gap (alpha / beta) in Eh: 0.097 / 0.320
Charge: -1
HOMO energy (alpha / beta) in eV: 1.52 / -4.56
Energy above the lowest of the compared OMol25 structures with the same formula, charge and spin in kcal/mol: 23.3
Total energy in Eh: -269.01647
Multiplicity: 2



Record 2
The following is a DFT calculation (ωB97M-V with the def2-TZVPD basis set) of a molecular structure, C27H27BrN2O9PRuS.

```
69
Properties=species:S:1:pos:R:3:mulliken_charge:R:1
Ru 0.29 -0.11 -0.34 1.113
C 4.31 5.00 4.99 -1.432
C 3.89 4.21 3.79 1.012
C 4.17 4.67 2.50 -0.820
C 3.77 3.94 1.39 -0.326
C 3.08 2.75 1.56 -0.359
C 2.80 2.27 2.83 -0.464
C 3.20 3.00 3.93 -0.821
S 2.53 1.88 0.11 1.836
O 2.80 0.47 0.26 -0.633
O 3.04 2.59 -1.03 -0.762
N 0.90 1.92 0.17 0.112
C 0.08 3.00 0.12 0.221
C 0.47 4.34 0.11 -0.469
C -0.49 5.35 0.12 -0.984
C -1.83 5.07 0.13 -0.897
C -2.27 3.73 0.08 1.072
C -3.63 3.35 0.03 -0.649
C -3.95 2.03 -0.09 -1.066
C -2.93 1.07 -0.12 -0.081
N -1.65 1.39 -0.02 0.127
C -1.31 2.70 0.07 -0.104
H 4.84 5.90 4.70 0.340
H 4.97 4.40 5.63 0.342
H 3.45 5.29 5.59 0.323
H 4.69 5.60 2.37 0.299
H 4.00 4.27 0.39 0.564
H 2.27 1.33 2.94 0.508
H 2.99 2.63 4.93 0.399
H 1.52 4.58 0.07 0.422
H -0.17 6.38 0.12 0.396
H -2.57 5.87 0.15 0.386
H -4.39 4.12 0.06 0.429
H -4.98 1.71 -0.16 0.441
H -3.16 0.03 -0.23 0.461
C -3.91 -2.95 0.48 -0.914
O -2.94 -1.90 0.47 -0.440
P -1.41 -2.18 -0.01 1.388
O -1.66 -3.02 -1.34 -0.529
C -1.00 -2.87 -2.60 -0.430
O -1.04 -3.44 0.94 -0.275
C -1.21 -3.37 2.36 -0.665
H -4.64 -2.76 -0.31 0.296
H -4.41 -2.95 1.44 0.324
H -3.45 -3.92 0.31 0.333
H -0.53 -3.82 -2.85 0.272
H -0.24 -2.10 -2.57 0.039
H -1.74 -2.62 -3.35 0.270
H -2.21 -3.01 2.62 0.308
H -0.46 -2.73 2.82 0.210
H -1.10 -4.39 2.73 0.230
O -0.74 0.36 -2.54 -0.520
C 0.42 0.49 -2.99 0.056
O 1.45 0.26 -2.32 -0.432
H 0.55 0.81 -4.04 0.406
Br 3.97 -7.62 2.60 -0.197
C 3.26 -5.99 1.94 0.124
C 2.78 -5.93 0.64 -0.662
C 2.24 -4.74 0.18 -0.209
C 2.17 -3.63 1.01 -0.068
C 2.67 -3.70 2.31 -0.139
C 3.23 -4.88 2.78 -0.677
C 1.48 -2.39 0.55 0.970
O 1.15 -1.51 1.39 -0.835
O 1.18 -2.28 -0.68 -0.908
H 2.82 -6.80 0.01 0.432
H 1.85 -4.66 -0.83 0.443
H 2.62 -2.82 2.93 0.439
H 3.63 -4.94 3.78 0.426
```

Orbital gap (alpha / beta) in Eh: 0.290 / 0.242
Charge: 0
HOMO energy (alpha / beta) in eV: -7.92 / -8.03
Energy above the lowest of the compared OMol25 structures with the same formula, charge and spin in kcal/mol: 3.1
Total energy in Eh: -5240.23287
Multiplicity: 6



Record 3
The following is a DFT calculation (ωB97M-V with the def2-TZVPD basis set) of C20H14N2O3 in the gas phase.

```
39
Properties=species:S:1:pos:R:3:mulliken_charge:R:1
O -1.57 0.33 2.42 -0.671
O -1.34 -1.23 3.97 -0.770
O 0.97 2.28 -0.82 -0.466
C -1.33 -0.85 2.76 0.391
C -0.07 -0.23 -0.12 0.677
C -1.59 -4.16 0.94 -0.487
C -1.08 -3.83 -0.31 -0.662
C 2.00 -0.56 1.26 -0.815
C -1.58 -3.15 1.94 -0.738
C -0.62 -2.56 -0.61 -0.271
C 3.21 -0.08 1.80 -1.029
C 2.93 1.94 0.56 -0.793
C -2.73 1.11 -2.35 -1.291
C 1.72 1.47 0.00 0.167
C 1.23 0.21 0.37 0.890
C -1.15 -1.84 1.67 0.389
C -0.66 -1.51 0.33 0.048
C 3.68 1.18 1.46 0.986
C -2.13 2.27 -2.72 1.326
C -0.88 2.64 -2.28 -0.843
C -1.99 0.23 -1.53 -0.703
C -0.20 1.84 -1.35 0.007
C -0.76 0.60 -0.99 0.843
N 4.91 1.68 1.95 -0.506
N -2.74 3.07 -3.63 -0.495
H -1.98 -5.17 1.12 0.378
H -1.09 -4.59 -1.09 0.354
H 1.70 -1.57 1.54 0.516
H -1.94 -3.37 2.93 0.516
H -0.21 -2.33 -1.59 0.466
H 3.80 -0.66 2.50 0.327
H 3.23 2.99 0.34 0.290
H -3.71 0.81 -2.75 0.270
H -0.47 3.61 -2.56 0.387
H -2.43 -0.73 -1.33 0.491
H 5.30 1.27 2.81 0.206
H 5.29 2.52 1.55 0.189
H -3.56 2.66 -4.03 0.207
H -2.16 3.70 -4.17 0.218
```

Orbital gap in Eh: 0.196
Charge: 0
HOMO energy in eV: -7.05
Energy above the lowest of the compared OMol25 structures with the same formula, charge and spin in kcal/mol: 5.4
Total energy in Eh: -1105.73985
Multiplicity: 1



Record 4
The following is a DFT calculation (ωB97M-V with the def2-TZVPD basis set) of 2 unconnected molecules or ions with the total composition C2H2ClF3S.

```
9
Properties=species:S:1:pos:R:3:mulliken_charge:R:1
C 0.05 0.31 -0.27 -0.050
C -1.03 1.24 0.20 0.360
F 0.27 0.63 -1.58 -0.240
F -2.28 0.80 0.41 -0.233
F -0.80 2.00 1.26 -0.232
S 0.03 3.84 -2.75 -0.079
Cl -0.97 3.25 -1.25 0.028
H 0.98 0.66 0.45 0.203
H -0.15 -0.80 -0.33 0.242
```

Orbital gap (alpha / beta) in Eh: 0.312 / 0.247
Charge: 0
HOMO energy (alpha / beta) in eV: -9.06 / -8.79
Energy above the lowest of the compared OMol25 structures with the same formula, charge and spin in kcal/mol: 84.6
Total energy in Eh: -1235.23367
Multiplicity: 1



Record 5
The following is a DFT calculation (ωB97M-V with the def2-TZVPD basis set) of 2 unconnected molecules or ions with the total composition H5NO2.

```
8
Properties=species:S:1:pos:R:3:mulliken_charge:R:1
H -0.26 0.88 -0.58 0.341
H -1.52 -1.11 0.61 0.325
H 1.43 -0.27 0.93 0.233
H 2.77 -0.60 -0.17 0.218
H 2.12 0.78 -0.26 0.226
N 1.82 -0.18 -0.04 -0.661
O -0.78 0.69 0.15 -0.339
O -1.38 -0.50 -0.17 -0.343
```

Orbital gap in Eh: 0.389
Charge: 0
HOMO energy in eV: -9.61
Energy above the lowest of the compared OMol25 structures with the same formula, charge and spin in kcal/mol: 39.6
Total energy in Eh: -208.10044
Multiplicity: 1
Structure (SMILES): OO.N



Record 6
The following is a DFT calculation (ωB97M-V with the def2-TZVPD basis set) of 7 unconnected molecules or ions with the total composition C22H38O12.

```
72
Properties=species:S:1:pos:R:3:mulliken_charge:R:1
O 32.09 -6.88 16.54 -0.551
C 31.52 -6.26 17.39 0.478
O 31.43 -6.63 18.70 -0.382
C 30.45 -5.82 19.39 -0.126
C 30.18 -4.69 18.47 -0.642
C 30.53 -5.12 17.05 0.234
H 30.77 -5.56 20.39 0.328
H 29.58 -6.48 19.44 0.088
H 30.69 -3.74 18.68 0.259
H 29.14 -4.36 18.53 0.380
H 31.16 -4.41 16.52 0.364
H 29.81 -5.52 16.34 -0.378
O 25.04 -12.18 19.72 -0.571
C 25.54 -12.05 18.65 0.420
O 25.15 -11.08 17.75 -0.404
C 25.85 -11.24 16.51 0.025
C 26.46 -12.65 16.50 -0.220
C 26.62 -12.91 17.98 -0.136
H 26.62 -10.47 16.63 -0.032
H 25.35 -11.11 15.56 0.322
H 27.44 -12.67 16.03 -0.103
H 25.87 -13.45 16.05 0.359
H 27.59 -12.54 18.28 -0.055
H 26.45 -13.95 18.22 0.395
O 31.55 -12.95 18.62 -0.608
C 32.10 -14.01 18.49 0.581
O 33.22 -14.14 17.72 -0.308
C 33.61 -15.52 17.70 -0.446
C 32.33 -16.26 18.17 -0.516
C 31.85 -15.32 19.24 -0.510
H 34.43 -15.72 18.39 0.320
H 33.80 -15.79 16.66 0.302
H 32.65 -17.24 18.53 0.340
H 31.67 -16.36 17.31 0.278
H 32.45 -15.34 20.15 0.241
H 30.83 -15.31 19.62 0.310
O 27.97 -9.32 14.27 -0.555
C 27.84 -8.15 14.01 0.388
O 28.85 -7.29 14.22 -0.230
C 28.54 -5.98 13.73 -0.476
C 27.33 -6.13 12.78 -0.690
C 26.78 -7.52 13.17 -0.327
H 29.37 -5.47 13.25 0.360
H 28.21 -5.43 14.62 0.286
H 27.76 -6.06 11.78 0.294
H 26.61 -5.31 12.83 0.307
H 26.78 -8.02 12.20 0.206
H 25.78 -7.51 13.59 0.401
O 32.64 -14.38 14.29 -0.614
C 31.96 -13.44 14.60 0.342
O 30.62 -13.45 14.66 -0.421
C 30.14 -12.19 15.14 0.191
C 31.35 -11.25 15.18 -0.012
C 32.56 -12.14 15.10 -0.373
H 29.74 -12.44 16.13 -0.135
H 29.32 -11.69 14.63 0.275
H 31.29 -10.65 16.09 -0.086
H 31.22 -10.51 14.38 0.337
H 33.04 -12.36 16.05 0.112
H 33.38 -11.70 14.54 0.390
C 28.99 -9.40 21.91 -0.673
O 28.03 -9.21 20.89 -0.517
H 28.91 -8.61 22.69 0.265
H 28.76 -10.19 22.63 0.299
H 30.00 -9.27 21.53 0.270
H 28.42 -9.61 20.10 0.270
C 29.39 -9.04 17.47 0.053
O 28.96 -10.24 18.12 -0.300
H 30.48 -8.95 17.46 0.332
H 29.01 -9.08 16.45 0.075
H 29.18 -8.25 18.19 -0.203
H 29.50 -11.03 17.98 0.126
```

Orbital gap in Eh: 0.371
Charge: 0
HOMO energy in eV: -9.73
Energy above the lowest of the compared OMol25 structures with the same formula, charge and spin in kcal/mol: 28.6
Total energy in Eh: -1763.92315
Multiplicity: 1
Structure (SMILES): O=C1CCCO1.O=C1CCCO1.O=C1CCCO1.O=C1CCCO1.O=C1CCCO1.CO.CO



Record 7
The following is a DFT calculation (ωB97M-V with the def2-TZVPD basis set) of a molecular structure, C21H20F4N5Ni.

```
51
Properties=species:S:1:pos:R:3:mulliken_charge:R:1
Ni -0.15 0.63 -0.36 -1.292
C 0.47 -0.85 -2.85 -1.178
N 0.47 0.56 -2.38 0.617
C -0.27 1.35 -3.39 -1.138
C 1.79 1.16 -2.20 -0.985
C 2.47 0.70 -0.93 -0.745
N 1.59 0.67 0.24 0.783
C 2.16 0.36 1.46 0.272
C 1.49 0.42 2.73 0.154
F 0.16 0.82 2.78 -0.331
C 2.17 0.27 3.94 -0.015
F 1.47 0.50 5.08 -0.287
C 3.54 0.02 4.01 -0.460
C 4.20 -0.06 2.82 0.046
F 5.53 -0.26 2.79 -0.287
C 3.53 0.05 1.59 0.539
F 4.28 -0.15 0.47 -0.326
H 1.00 -1.02 -3.76 0.366
H -0.58 -1.13 -3.00 0.377
H 0.88 -1.51 -2.10 0.259
H 0.30 1.38 -4.34 0.392
H -0.42 2.37 -3.05 0.335
H -1.23 0.86 -3.59 0.316
H 1.60 2.26 -2.14 0.388
H 2.48 0.95 -3.04 0.313
H 3.33 1.38 -0.73 0.549
H 2.96 -0.32 -1.08 0.454
H 4.02 -0.08 5.00 0.447
C -1.44 -4.87 0.15 -0.373
C -0.26 -4.17 0.37 -0.783
C -0.29 -2.78 0.45 0.097
C -1.49 -2.05 0.27 0.218
C -2.68 -2.79 0.09 -0.389
C -2.65 -4.17 0.00 -0.675
N -1.49 -0.65 0.25 1.338
N -2.68 -0.08 0.37 -0.685
C -2.68 1.25 0.33 0.372
C -3.92 1.97 0.25 -0.613
C -3.93 3.34 0.28 -0.336
C -2.68 4.03 0.31 -0.694
C -1.50 3.30 0.30 -0.327
N -1.49 1.93 0.21 0.445
H -1.41 -5.95 0.12 0.415
H 0.68 -4.69 0.48 0.423
H 0.67 -2.28 0.61 0.324
H -3.60 -2.18 0.08 0.408
H -3.60 -4.70 -0.11 0.366
H -4.82 1.38 0.22 0.513
H -4.84 3.89 0.25 0.443
H -2.64 5.10 0.38 0.417
H -0.53 3.79 0.35 0.534
```

Orbital gap (alpha / beta) in Eh: 0.186 / 0.185
Charge: +1
HOMO energy (alpha / beta) in eV: -10.50 / -10.64
Total energy in Eh: -2993.47904
Multiplicity: 3